A structure of composition C19H27AuBrFNSb, computed with ωB97M-V/def2-TZVPD.

Geometry as XYZ:
```
51
Properties=species:S:1:pos:R:3
Au 0.81 -1.22 0.35
C -2.35 -5.83 -0.40
C -1.81 -4.84 0.59
C -1.84 -5.05 1.96
C -1.33 -4.10 2.84
C -0.77 -2.97 2.30
Br -0.05 -1.62 3.42
N -0.70 -2.74 0.99
C -1.22 -3.66 0.16
H -2.81 -6.68 0.11
H -1.56 -6.21 -1.05
H -3.10 -5.37 -1.04
H -2.25 -5.97 2.36
H -1.36 -4.25 3.91
H -1.15 -3.43 -0.90
C -0.88 2.62 -2.61
C -1.72 2.26 -1.39
Sb -0.65 1.19 0.11
C -2.01 1.10 1.73
C -3.22 0.21 1.47
C 0.83 2.55 0.78
C 0.22 3.90 1.18
H -1.48 3.24 -3.28
H -0.57 1.74 -3.17
H 0.00 3.21 -2.34
H -2.58 1.64 -1.65
H -2.06 3.13 -0.84
H -2.30 2.14 1.88
H -1.43 0.77 2.59
H -3.81 0.56 0.62
H -3.87 0.22 2.34
H -2.93 -0.83 1.29
H 1.54 2.66 -0.04
H 1.33 2.05 1.61
H -0.29 4.39 0.35
H 1.02 4.56 1.51
H -0.47 3.80 2.02
F 4.00 4.00 -2.69
C 3.72 2.83 -2.15
C 2.83 1.98 -2.83
C 2.50 0.79 -2.25
C 3.04 0.42 -1.00
C 2.76 -0.85 -0.41
C 3.94 1.31 -0.35
C 4.30 2.50 -0.93
H 2.45 2.28 -3.80
H 1.85 0.10 -2.77
H 3.38 -1.08 0.46
H 2.67 -1.68 -1.13
H 4.38 1.02 0.60
H 5.01 3.18 -0.48
```

Results
Maximum force in eV Å⁻¹: 1.00
Lowest unoccupied orbital energy (spin up / spin down) in Ha: -0.3353 / -0.3306
Relative energy (zero: lowest compared OMol25 entry of this formula, charge and spin) in kcal/mol: 28.23
Spin multiplicity: 1
Net charge: +2


A structure of composition C19H27B2F4N8O10Te4V, computed with ωB97M-V/def2-TZVPD.

Geometry as XYZ:
```
75
Properties=species:S:1:pos:R:3
V 0.79 0.74 0.27
C -0.82 2.09 3.96
C 0.04 1.58 2.86
N -0.33 1.48 1.61
O -1.62 1.81 1.32
B -1.91 1.61 -0.10
F -1.55 0.24 -0.45
F -3.22 1.82 -0.36
O -1.08 2.50 -0.92
N 0.24 2.27 -0.67
C 1.11 3.09 -1.20
C 0.75 4.30 -2.01
C 2.43 2.67 -0.94
N 2.47 1.58 -0.22
O 3.74 1.14 0.10
B 3.70 -0.18 0.67
F 3.03 -1.05 -0.29
F 4.92 -0.74 0.91
O 2.93 -0.21 1.93
N 1.79 0.55 1.89
C 1.32 1.00 3.03
C 1.97 0.80 4.36
C 3.66 3.36 -1.42
H -1.68 2.60 3.54
H -0.27 2.77 4.61
H -1.20 1.26 4.56
H -0.33 4.44 -1.97
H 1.05 4.18 -3.05
H 1.24 5.19 -1.61
H 2.93 0.30 4.23
H 1.33 0.19 5.00
H 2.13 1.76 4.86
H 3.43 4.00 -2.27
H 4.40 2.62 -1.71
H 4.09 3.97 -0.62
Te 1.95 -3.00 1.85
Te 4.37 -3.93 1.32
Te 4.04 -4.72 -1.22
Te 1.28 -3.55 -0.63
O -0.71 -2.89 -0.23
C -0.90 -2.08 0.75
O 0.01 -1.37 1.21
C -2.21 -2.17 1.41
C -2.54 -1.27 2.41
C -3.75 -1.43 3.10
C -4.61 -2.48 2.80
C -4.25 -3.38 1.81
C -3.06 -3.23 1.09
N -5.09 -4.50 1.55
O -6.15 -4.59 2.16
O -4.70 -5.34 0.74
N -4.07 -0.55 4.16
O -5.20 -0.61 4.65
O -3.19 0.22 4.57
H -1.88 -0.45 2.64
H -5.53 -2.60 3.35
H -2.80 -3.94 0.32
C -0.36 -1.66 -3.97
C 0.36 -0.31 -4.07
C -0.34 0.57 -5.12
C 1.83 -0.50 -4.43
N 0.31 0.45 -2.82
N 0.83 -0.23 -1.70
H -0.51 -2.09 -4.96
H -1.34 -1.55 -3.51
H 0.21 -2.39 -3.39
H -0.26 0.12 -6.10
H 0.13 1.55 -5.14
H -1.39 0.70 -4.87
H 1.93 -0.83 -5.47
H 2.30 -1.26 -3.81
H 2.36 0.44 -4.31
H -0.66 0.71 -2.62
H 1.80 -0.46 -1.92
H 0.33 -1.10 -1.50
```

Results
Maximum force in eV Å⁻¹: 4.55
Lowest unoccupied orbital energy (spin up / spin down) in Ha: 0.0200 / 0.0201
Spin multiplicity: 2
Net charge: -1


A cluster of 3 separate species, C19H27Br2F3N4O3PS in total, computed with ωB97M-V/def2-TZVPD.

Geometry as XYZ:
```
60
Properties=species:S:1:pos:R:3
C 2.28 -0.62 0.20
C 1.59 -0.61 -1.27
Br 2.36 -1.83 -2.72
C 0.46 0.29 -1.55
Br -0.27 0.14 -3.45
C -0.31 1.34 -0.58
C 0.50 2.58 0.19
S 1.47 2.31 1.75
P 1.67 3.66 -0.85
O 3.04 3.97 -0.07
N -0.78 3.23 0.79
C -1.88 2.38 0.94
C -1.61 0.83 0.36
C -2.91 0.62 -0.64
C -3.64 -0.86 -0.93
C -4.94 -0.82 -1.90
N -5.60 0.30 -2.63
C -4.97 1.64 -2.46
C -3.67 1.82 -1.49
C -1.42 -0.40 1.41
F -2.75 -0.66 2.08
F -0.95 -1.58 0.66
F -0.50 -0.14 2.55
H 3.03 -1.53 0.36
H 1.56 -0.63 1.12
H 2.97 0.35 0.27
H -0.91 2.01 -1.38
H 0.85 2.94 2.87
H 1.02 4.90 -1.16
H 1.93 2.92 -2.08
H -0.82 4.22 1.10
H -2.93 2.68 1.38
H -3.26 -1.85 -0.40
H -5.47 -1.89 -2.06
H -5.45 2.56 -3.05
H -3.23 2.92 -1.42
C 5.43 2.64 -1.64
C 5.58 1.15 -1.78
O 4.68 0.45 -2.23
N 6.75 0.58 -1.39
C 7.92 1.23 -0.85
H 4.44 2.94 -1.99
H 5.53 2.93 -0.59
H 6.18 3.15 -2.25
H 6.77 -0.42 -1.52
H 8.77 1.01 -1.51
H 8.12 0.79 0.14
H 7.80 2.30 -0.75
C -3.93 -3.16 2.30
C -4.24 -4.46 1.61
O -4.84 -4.50 0.54
N -3.83 -5.61 2.21
C -3.12 -5.78 3.45
H -4.32 -2.33 1.70
H -4.41 -3.13 3.28
H -2.85 -3.03 2.40
H -4.07 -6.44 1.68
H -2.18 -6.30 3.24
H -3.73 -6.40 4.11
H -2.90 -4.82 3.94
```

Results
Maximum force in eV Å⁻¹: 6.00
Lowest unoccupied orbital energy in Ha: -0.2066
Spin multiplicity: 1
Net charge: +1


The molecule C19H27ClN6O2, computed with ωB97M-V/def2-TZVPD.

Geometry as XYZ:
```
55
Properties=species:S:1:pos:R:3
C -2.88 -1.49 -2.35
C -2.91 -0.37 -1.36
C -3.57 -0.31 -0.12
C -3.28 0.94 0.37
N -2.51 1.56 -0.54
C -1.82 2.83 -0.39
C -1.89 3.67 -1.66
C -0.36 2.66 0.07
O 0.11 3.48 0.85
N 0.29 1.63 -0.50
C 1.56 1.00 -0.11
C 2.08 1.47 1.25
N 1.10 1.30 2.30
C 0.68 0.08 2.67
O 1.21 -0.97 2.34
C -0.57 0.10 3.53
N -1.36 1.17 3.37
C -2.49 1.23 4.06
C -3.36 2.43 3.86
N -2.92 0.30 4.91
C -2.13 -0.75 5.08
C -0.92 -0.91 4.41
Cl 0.04 -2.29 4.77
C 2.62 1.21 -1.18
C 2.20 0.79 -2.59
C 1.74 -0.66 -2.65
C 3.35 1.04 -3.57
N -2.26 0.77 -1.60
H -3.29 -2.39 -1.91
H -3.48 -1.24 -3.23
H -1.87 -1.69 -2.68
H -4.18 -1.07 0.34
H -3.55 1.43 1.29
H -2.31 3.35 0.43
H -1.36 4.61 -1.50
H -1.43 3.13 -2.49
H -2.93 3.88 -1.92
H -0.28 1.07 -1.12
H 1.35 -0.06 -0.01
H 2.96 0.86 1.48
H 2.37 2.51 1.22
H 0.47 2.08 2.47
H -4.33 2.13 3.44
H -3.57 2.90 4.83
H -2.88 3.15 3.21
H -2.45 -1.51 5.79
H 2.91 2.27 -1.19
H 3.51 0.64 -0.90
H 1.36 1.43 -2.90
H 2.53 -1.33 -2.28
H 0.85 -0.84 -2.06
H 1.52 -0.95 -3.68
H 4.20 0.40 -3.32
H 3.05 0.80 -4.59
H 3.68 2.08 -3.54
```

Results
Maximum force in eV Å⁻¹: 0.37
Lowest unoccupied orbital energy in Ha: -0.0002
Relative energy (zero: lowest compared OMol25 entry of this formula, charge and spin) in kcal/mol: 4.96
Spin multiplicity: 1
Net charge: 0
Structure (SMILES): Cc1ccn([C@H](C)C(=O)N[C@H](CNC(=O)c2nc(C)ncc2Cl)CC(C)C)n1


A structure of composition C19H27F2I2N2O10P, computed with ωB97M-V/def2-TZVPD.

Geometry as XYZ:
```
63
Properties=species:S:1:pos:R:3
C 3.39 1.42 3.89
O 2.58 1.27 2.68
C 2.86 0.02 2.01
C 1.66 -0.52 1.08
C 0.75 0.61 0.40
C -0.67 0.88 1.08
C -1.55 -0.43 1.41
C -1.90 -0.67 2.96
C -0.47 -0.45 3.74
N 0.57 -0.30 4.34
C -2.87 0.40 3.64
C -4.15 0.92 2.84
C -4.99 -0.16 2.01
I -3.76 2.70 1.57
C -2.23 -2.23 3.19
I -3.21 -3.26 1.54
C -0.77 -2.97 3.29
N 0.31 -3.51 3.35
P -3.11 -2.68 4.79
O -4.62 -2.45 4.80
O -2.88 -4.36 5.17
O -2.37 -1.84 6.11
H 4.02 0.50 4.14
H 4.14 2.30 3.77
H 2.69 1.63 4.77
H 3.14 -0.85 2.73
H 3.80 0.17 1.34
H 1.08 -1.33 1.67
H 2.17 -1.10 0.21
H 0.63 0.42 -0.73
H 1.35 1.60 0.47
H -1.28 1.48 0.30
H -0.57 1.62 1.97
H -2.51 -0.39 0.77
H -0.95 -1.32 0.97
H -3.24 0.12 4.71
H -2.21 1.35 3.83
H -4.88 1.34 3.64
H -4.67 -0.32 0.93
H -5.05 -1.12 2.64
H -6.08 0.24 1.96
H -2.42 -4.82 4.43
H -1.60 -2.35 6.43
C -0.61 -0.68 -5.30
C 0.73 -0.23 -4.81
O 0.48 0.13 -3.47
C -0.56 -0.66 -3.07
O -0.88 -0.83 -1.93
O -1.19 -1.24 -4.13
F 1.15 0.87 -5.48
H -1.22 0.15 -5.66
H -0.53 -1.43 -6.09
H 1.51 -1.01 -4.84
C 3.39 2.71 -6.64
C 4.37 1.57 -6.70
O 4.78 1.58 -8.05
C 4.67 2.88 -8.46
O 5.18 3.33 -9.45
O 3.92 3.62 -7.59
F 3.76 0.39 -6.45
H 2.38 2.41 -6.94
H 3.35 3.16 -5.65
H 5.24 1.69 -6.05
```

Results
Maximum force in eV Å⁻¹: 6.55
Lowest unoccupied orbital energy in Ha: -0.0391
Relative energy (zero: lowest compared OMol25 entry of this formula, charge and spin) in kcal/mol: 0.00
Spin multiplicity: 1
Net charge: 0


A structure of composition C19H27F6N5O6SbSc, computed with ωB97M-V/def2-TZVPD.

Geometry as XYZ:
```
65
Properties=species:S:1:pos:R:3
Sc -0.06 -0.63 1.00
O -2.65 -2.14 -1.56
C -2.43 -1.38 -0.64
O -1.35 -0.64 -0.54
C -3.40 -1.25 0.54
C -3.25 0.11 1.21
C -4.31 0.32 2.28
C -3.77 -0.55 3.45
C -2.55 -1.19 2.81
O -2.03 -0.09 1.99
C -3.02 -2.20 1.73
C -2.00 -3.26 1.40
O -2.23 -4.42 1.31
O -0.74 -2.75 1.21
H -4.40 -1.46 0.18
H -3.09 0.94 0.52
H -4.38 1.37 2.57
H -5.29 0.00 1.93
H -3.48 0.06 4.29
H -4.49 -1.30 3.80
H -1.76 -1.53 3.47
H -3.90 -2.74 2.08
F 1.43 -1.99 0.35
Sb 0.84 -3.93 0.60
F 0.42 -0.45 2.80
F 0.24 -5.66 0.85
F 1.46 -3.66 2.35
F 0.09 -3.70 -1.11
F 2.49 -4.43 -0.10
N -0.85 -2.63 -3.95
C -0.15 -1.65 -4.55
O 0.23 -1.63 -5.70
C 0.15 -0.46 -3.66
C -0.08 0.81 -4.16
C 0.22 1.92 -3.38
C 0.79 1.71 -2.14
N 1.04 0.48 -1.70
C 0.73 -0.60 -2.41
H -1.12 -3.41 -4.52
H -1.39 -2.46 -3.10
H -0.50 0.92 -5.15
H 0.03 2.93 -3.73
H 1.07 2.53 -1.49
H 0.94 -1.58 -1.99
C 1.80 4.22 0.46
N 1.60 2.84 0.89
C 0.37 2.59 1.64
C 2.38 1.82 0.49
N 1.83 0.59 0.46
N 3.65 2.03 0.12
C 4.37 1.04 -0.69
C 4.49 3.05 0.74
H 0.83 4.61 0.15
H 2.48 4.25 -0.39
H 2.19 4.84 1.26
H 0.16 3.46 2.25
H 0.48 1.73 2.30
H -0.48 2.45 0.95
H 2.52 -0.13 0.23
H 4.84 0.28 -0.06
H 5.14 1.56 -1.24
H 3.70 0.57 -1.40
H 4.01 3.45 1.63
H 4.73 3.86 0.05
H 5.42 2.57 1.05
```

Results
Maximum force in eV Å⁻¹: 0.66
Lowest unoccupied orbital energy (spin up / spin down) in Ha: -0.1099 / -0.2307
Relative energy (zero: lowest compared OMol25 entry of this formula, charge and spin) in kcal/mol: 19.40
Spin multiplicity: 2
Net charge: +1


The ion C19H27N2O with charge +1, computed with ωB97M-V/def2-TZVPD.

Geometry as XYZ:
```
49
Properties=species:S:1:pos:R:3
C -3.83 -1.00 -1.35
N -3.32 -0.06 -0.36
C -4.11 -0.12 0.86
H -3.72 0.58 1.60
H -5.16 0.12 0.68
H -4.06 -1.12 1.27
C -3.19 1.30 -0.88
H -4.10 1.89 -0.76
H -2.96 1.24 -1.95
C -2.01 1.96 -0.14
N -1.02 0.88 0.09
C -0.27 0.94 1.36
C 0.66 2.15 1.42
H 0.12 3.05 1.71
C 1.37 2.43 0.08
H 2.29 2.98 0.27
H 0.74 3.06 -0.56
O 1.61 1.24 -0.65
C 2.85 0.62 -0.49
C 4.03 1.33 -0.64
C 5.25 0.69 -0.48
C 5.29 -0.66 -0.18
C 4.11 -1.37 -0.05
C 2.87 -0.74 -0.21
C 1.63 -1.53 -0.09
C 1.40 -2.32 1.03
C 0.24 -3.07 1.14
C -0.70 -3.03 0.12
C -0.48 -2.26 -1.00
C 0.68 -1.50 -1.11
H 0.87 -0.92 -2.00
H -1.19 -2.26 -1.82
H -1.60 -3.63 0.20
H 0.08 -3.68 2.01
H 2.14 -2.36 1.81
H 4.13 -2.43 0.17
H 6.23 -1.16 -0.05
H 6.16 1.24 -0.61
H 4.01 2.38 -0.89
H 1.41 1.95 2.19
H 0.32 0.02 1.42
H -0.97 0.95 2.20
H -1.69 0.03 0.02
H -0.31 0.82 -0.65
H -2.34 2.34 0.83
H -1.60 2.78 -0.72
H -3.22 -0.97 -2.25
H -3.80 -2.01 -0.93
H -4.87 -0.78 -1.63
```

Results
Maximum force in eV Å⁻¹: 0.70
Lowest unoccupied orbital energy in Ha: -0.0789
Relative energy (zero: lowest compared OMol25 entry of this formula, charge and spin) in kcal/mol: 2.40
Spin multiplicity: 1
Net charge: +1
Structure (SMILES): CN(C)CC[NH2+]CCCOc1ccccc1-c1ccccc1


A structure of composition C19H27N2O2PdSSi, computed with ωB97M-V/def2-TZVPD.

Geometry as XYZ:
```
53
Properties=species:S:1:pos:R:3
Pd -0.06 -0.30 0.56
C -0.09 -4.80 -0.32
N 0.78 -4.01 -1.22
C 1.16 -4.72 -2.47
C 1.18 -2.82 -0.97
C 1.99 -1.99 -1.91
O 0.81 -2.25 0.20
H -0.74 -5.41 -0.94
H -0.69 -4.13 0.29
H 0.52 -5.45 0.29
H 1.41 -5.75 -2.20
H 2.02 -4.26 -2.94
H 0.30 -4.73 -3.14
H 1.56 -1.98 -2.91
H 3.00 -2.41 -1.99
H 2.06 -0.98 -1.53
O -0.19 1.06 -1.51
H -1.02 1.29 -1.94
H 0.49 1.29 -2.16
S -1.58 3.69 1.76
C -0.59 2.52 1.07
N -0.94 1.28 1.30
C -2.11 1.19 2.07
C -2.77 0.03 2.48
C -3.91 0.18 3.24
C -4.40 1.44 3.60
C -3.75 2.59 3.20
C -2.60 2.45 2.43
H 0.27 2.78 0.47
H -2.42 -0.95 2.20
H -4.45 -0.70 3.57
H -5.30 1.52 4.20
H -4.13 3.57 3.47
C 3.48 -2.51 1.39
Si 1.70 -2.26 1.80
C 0.92 -3.46 2.94
C 1.24 -0.48 2.25
C 2.18 0.55 1.88
C 2.33 1.69 2.64
C 1.57 1.84 3.80
C 0.63 0.88 4.19
C 0.47 -0.26 3.44
H 4.09 -2.43 2.29
H 3.87 -1.79 0.66
H 3.64 -3.52 1.00
H 1.40 -3.35 3.92
H 1.09 -4.49 2.63
H -0.15 -3.31 3.07
H 2.81 0.40 1.01
H 3.06 2.44 2.36
H 1.71 2.73 4.41
H 0.06 1.02 5.10
H -0.23 -1.01 3.77
```

Results
Maximum force in eV Å⁻¹: 0.53
Lowest unoccupied orbital energy in Ha: -0.4224
Relative energy (zero: lowest compared OMol25 entry of this formula, charge and spin) in kcal/mol: 13.47
Spin multiplicity: 1
Net charge: +3


no.,electronic energy (hartree)
1,-3844.12844
2,-4396.10928
3,-7371.35643
4,-1679.48327
5,-2738.48086
6,-3065.71632
7,-924.72101
8,-1814.83323